The following is a DFT calculation (wB97M-V/def2-TZVPD) of a single C4H8N4 molecule.

Output
LUMO = 0.038 hartree
SMILES string = C=CN(/C=N/N)N=C
ΔE to the lowest compared entry with this formula, charge and spin = 442.6 kJ/mol
net charge = 0
HOMO energy = -7.9 eV
orbital gap = 8.97 eV

Structure (XYZ):
```
16
Properties=species:S:1:pos:R:3:forces:R:3
N 0.303 -1.718 0.395 -1.80 -1.63 1.20
N -1.515 0.540 0.595 0.90 -2.23 -1.50
N -2.181 1.686 0.837 -0.90 -0.26 0.41
N 0.363 -0.571 -0.301 1.69 0.37 -0.74
C 2.081 0.441 -1.874 0.61 1.84 0.42
C -0.380 0.544 0.000 -0.44 2.56 1.19
C 1.669 -0.398 -0.891 -0.38 1.07 -1.59
C -0.743 -2.069 1.085 -0.64 0.34 -0.70
H -0.656 -3.099 1.491 -0.01 0.92 -0.01
H -2.817 1.526 1.627 0.60 0.47 -0.52
H -1.762 -1.498 1.185 2.39 -1.14 -0.31
H 2.360 -1.137 -0.629 0.72 -1.01 1.20
H -1.523 2.410 0.965 0.39 1.57 0.55
H 0.223 1.501 -0.104 -0.80 -0.88 -0.40
H 1.289 1.117 -2.339 1.45 -0.64 0.52
H 3.290 0.726 -2.042 -3.79 -1.36 0.27
```
Positions in Å, forces in eV/Å.